1.
This record from the Open Molecules 2025 dataset describes one molecule with the formula C9H12N2 at a distorted geometry. The level of theory is the ωB97M-V functional and the def2-TZVPD basis.

Geometry as ORCA input:
```
! RIJCOSX wB97M-V def2-TZVPD def2/J DEFGRID3
* xyz 0 1
N -1.16 0.61 -2.20
N -2.61 0.50 -0.54
C 0.23 0.63 -2.48
C 2.05 -0.46 0.65
C 0.28 -0.60 2.56
C -0.40 -0.03 0.12
C 1.28 0.35 -1.58
C -1.32 0.39 -0.90
C -0.85 -0.19 1.54
C 0.91 0.04 -0.26
C 1.63 -1.14 2.06
H 1.79 -2.21 1.87
H -1.80 -0.76 1.71
H 2.49 -0.88 2.82
H 0.64 0.40 2.84
H 2.73 0.49 0.79
H -3.20 0.73 -1.34
H 2.24 0.18 -1.91
H 2.18 -1.20 -0.07
H -0.05 -1.26 3.34
H 0.49 1.03 -3.46
H -2.72 1.01 0.37
H -1.13 0.85 1.94
*
```

Output
largest force on an atom	4.9	eV/Å

---

2.
This record from the Open Molecules 2025 dataset describes one molecule with the formula C9H12N2 at a distorted geometry. The level of theory is the ωB97M-V functional and the def2-TZVPD basis.

Geometry as ORCA input:
```
! RIJCOSX wB97M-V def2-TZVPD def2/J DEFGRID3
* xyz 0 1
N -0.38 -1.36 0.04
N -2.66 -1.85 0.24
C 3.03 -0.69 -0.05
C -1.22 2.79 -0.07
C 1.85 -1.19 -0.56
C -1.94 0.39 0.24
C -0.98 1.31 -0.22
C 3.07 0.58 0.82
C 0.55 -0.54 -0.39
C -1.67 -0.94 0.32
C 0.27 0.87 -0.70
H -2.96 0.66 0.30
H 4.05 -1.17 -0.23
H -2.08 -2.65 0.21
H -0.70 3.00 0.86
H 2.99 0.26 1.81
H -2.16 3.12 0.25
H 3.86 1.46 0.88
H 1.09 1.46 -1.13
H -0.88 3.52 -0.86
H 1.90 -2.01 -1.11
H 2.07 1.19 0.59
H -3.66 -1.88 0.22
*
```

Output
largest force on an atom	5.7	eV/Å

---

3.
This record from the Open Molecules 2025 dataset describes one molecule with the formula C9H12N2O at a distorted geometry. The level of theory is the ωB97M-V functional and the def2-TZVPD basis.

Geometry as ORCA input:
```
! RIJCOSX wB97M-V def2-TZVPD def2/J DEFGRID3
* xyz 0 1
O -2.49 -1.81 -1.17
N -2.09 0.05 -0.30
N -1.98 -0.72 -1.32
C -1.48 1.35 -0.39
C 0.89 -0.79 0.70
C 1.85 0.96 -0.76
C 3.03 -1.17 -0.31
C 2.99 0.09 -0.98
C -2.71 -0.56 0.79
C 0.80 0.47 0.05
C 2.00 -1.61 0.53
C -0.31 1.51 0.51
H 2.19 -2.53 1.08
H 1.76 2.01 -1.10
H -2.63 0.17 1.61
H -0.54 1.23 1.53
H 3.79 0.41 -1.52
H -2.14 -1.52 0.97
H -3.79 -0.80 0.49
H 0.02 -1.13 1.26
H 4.13 -1.64 -0.25
H -1.15 1.51 -1.43
H -2.30 2.00 -0.33
H 0.15 2.52 0.34
*
```

Output
largest force on an atom	4.2	eV/Å

---

4.
This record from the Open Molecules 2025 dataset describes one molecule with the formula C9H12N2O3 at a distorted geometry. The level of theory is the ωB97M-V functional and the def2-TZVPD basis.

Geometry as ORCA input:
```
! RIJCOSX wB97M-V def2-TZVPD def2/J DEFGRID3
* xyz 0 1
O 2.73 1.51 -0.35
O -1.68 2.44 1.07
O 1.89 0.28 2.86
N 2.24 -2.83 1.40
N -0.87 1.52 1.68
C 2.01 -1.80 0.94
C 0.76 -0.58 -0.70
C -0.54 -1.28 -0.22
C 1.80 -0.48 0.39
C -3.05 2.03 1.44
C 1.20 -1.40 -1.99
C 1.23 0.44 1.86
C 0.36 1.40 1.38
C 2.94 0.41 0.05
H 2.05 -0.88 -2.43
H 0.29 -1.54 -2.64
H 0.68 2.01 0.51
H -0.94 -0.89 0.76
H -3.69 2.96 1.31
H -3.14 1.79 2.41
H 0.58 0.41 -1.06
H -0.27 -2.28 -0.12
H 1.52 -2.48 -1.78
H -3.28 1.24 0.82
H -1.32 -0.98 -0.77
H 3.93 0.12 0.27
*
```

Output
largest force on an atom	5.9	eV/Å

---

Gap between HOMO and LUMO (eV)
8.88 8.79 9.57 9.40